# 1
Density functional theory data (ωB97M-V/def2-TZVPD) for a structure of composition C5H12Li3N2O5 at a distorted geometry.

Output
E_HOMO (Eh): -0.117
Orbital gap (eV): 5.31
Net charge: -1

```
27
Properties=species:S:1:pos:R:3:forces:R:3
Li -1.16266 -1.69002 1.19155 1.1 1.2 -0.7
Li 0.00908 0.27672 -0.20390 0.1 -0.3 0.6
Li 2.34050 -0.91065 0.85365 -0.3 0.5 0.4
O 0.37834 -0.52310 1.80812 -0.7 -1.1 -1.3
C 0.88592 0.16119 2.89300 0.2 0.5 0.4
C 2.22245 -0.33665 3.48320 0.2 -0.7 0.3
O 3.26584 -0.62851 2.64941 -0.6 0.3 -1.3
H 0.19015 0.16005 3.75893 -0.1 0.1 0.0
H 1.04579 1.22844 2.63447 -0.1 0.0 -0.1
H 1.99868 -1.25302 4.08794 -0.3 0.1 0.2
H 2.45758 0.47055 4.22184 0.1 -0.1 0.1
O 1.63198 -0.52302 -1.05555 -0.9 -0.2 0.8
C 0.94830 -1.38621 -1.89988 0.5 0.3 -0.6
C -0.36142 -2.02269 -1.40360 -0.5 -0.2 1.0
O -1.37159 -1.18069 -0.87365 0.9 -0.1 0.7
H 1.58346 -2.26464 -2.14815 -0.1 0.0 -0.2
H 0.74391 -0.87515 -2.86792 -0.1 -0.1 0.0
H -0.01675 -2.72422 -0.60123 -0.1 -0.1 -0.1
H -0.81740 -2.64961 -2.18840 0.4 -0.1 -0.2
C -1.84450 2.00799 -1.35076 0.2 -0.3 -0.4
O -1.48133 1.80803 -0.19066 0.2 0.3 -0.1
N -2.07040 0.98413 -2.21041 -0.3 0.3 0.0
N -1.99048 3.30934 -1.84344 0.2 -1.1 0.2
H -1.89865 0.00786 -1.84173 0.2 0.1 0.3
H -2.11981 1.13493 -3.20214 0.0 0.2 0.0
H -2.65803 3.42216 -2.58420 -0.1 0.3 0.1
H -1.90898 3.99678 -1.11651 -0.2 0.2 -0.1
```
Positions in Å, forces in eV/Å.



# 2
Density functional theory data (ωB97M-V/def2-TZVPD) for a cluster of 2 separate species, C5H12N in total at a distorted geometry.

Output
E_HOMO (Eh): -0.495
Relative energy (zero: lowest compared OMol25 entry of this formula, charge and spin) (kJ/mol): 707.8
Orbital gap (eV): 5.11
Net charge: +1

```
18
Properties=species:S:1:pos:R:3:forces:R:3
C 0.25069 1.60980 -0.49062 -0.4 -0.4 0.7
C 0.09857 0.73146 -1.69690 0.1 0.5 -0.8
C -0.65748 -0.62260 -1.33520 -0.6 -0.2 -0.8
C 0.30564 -1.51441 -0.55761 -0.5 1.4 -0.1
C 0.44186 -1.35378 0.75716 2.0 -1.4 -4.6
N -0.32001 0.54900 2.73281 0.5 -0.8 -1.4
H -0.07832 1.04376 0.41205 0.1 0.7 -0.2
H 1.25402 1.95112 -0.31899 0.5 0.1 0.1
H -0.39832 2.46876 -0.62589 -0.1 0.2 0.4
H -0.73114 1.20273 -2.27684 0.7 -0.5 -0.2
H 1.05753 0.74488 -2.30077 -1.4 -0.8 0.5
H -1.48285 -0.28571 -0.71186 0.0 -0.1 0.2
H -1.11436 -1.10912 -2.22376 0.7 0.1 0.6
H 0.93674 -2.17386 -1.26738 -0.3 1.2 1.6
H 0.62961 -2.26652 1.25898 -0.9 -0.8 2.3
H 0.35643 1.22890 3.04069 1.2 -0.3 -0.8
H 0.11679 -0.40317 2.29482 -1.4 3.1 2.8
H -0.94174 0.65240 3.52825 -0.5 -1.8 -0.2
```
Positions in Å, forces in eV/Å.



# 3
Density functional theory data (ωB97M-V/def2-TZVPD) for the ion C5H12N with charge +1 at a distorted geometry.

Output
E_HOMO (Eh): -0.488
Relative energy (zero: lowest compared OMol25 entry of this formula, charge and spin) (kJ/mol): 157.6
Orbital gap (eV): 9.55
Net charge: +1
SMILES: C=CCCC[NH3+]

```
18
Properties=species:S:1:pos:R:3:forces:R:3
C -0.30210 1.64133 -0.17825 -0.3 -0.4 1.0
C 0.59068 0.74830 0.70717 -1.5 -0.7 -0.7
C 0.61808 -0.73218 0.24160 0.3 0.0 0.6
C -0.69710 -2.72195 0.91994 -1.9 -0.5 -1.3
C -0.69792 -1.43825 0.59596 1.7 0.3 -0.1
N 0.21710 1.58757 -1.59528 0.6 0.2 -0.1
H -1.35309 1.35981 -0.19559 0.1 -0.3 -0.1
H -0.30360 2.63618 0.25278 0.3 0.4 -0.6
H 0.07092 0.64120 1.65987 0.3 0.6 0.2
H 1.53566 1.25895 0.84960 0.4 -0.3 0.0
H 0.98739 -0.93683 -0.77431 -0.4 0.3 -0.1
H 1.36550 -1.22649 0.85816 0.2 0.0 0.0
H 0.05310 -3.46397 0.67493 0.6 0.5 0.4
H -1.67404 -3.17788 1.07949 0.2 0.1 0.5
H -1.56378 -0.80243 0.71146 -0.3 -0.2 0.0
H -0.35731 1.05251 -2.24740 -0.3 0.1 0.2
H 1.10115 1.07674 -1.53839 0.2 0.1 -0.2
H 0.40936 2.49738 -2.02174 -0.1 0.0 0.1
```
Positions in Å, forces in eV/Å.



# 4
Density functional theory data (ωB97M-V/def2-TZVPD) for a cluster of 2 separate species, C5H12N in total at a distorted geometry.

Output
E_HOMO (Eh): -0.529
Relative energy (zero: lowest compared OMol25 entry of this formula, charge and spin) (kJ/mol): 245.9
Orbital gap (eV): 10.12
Net charge: +1

```
18
Properties=species:S:1:pos:R:3:forces:R:3
C 2.92832 0.61352 -0.98628 0.6 -0.8 -1.6
C 2.54470 0.22683 0.22778 1.8 -0.1 -4.1
C -1.18187 -0.13487 0.22022 -1.7 2.7 -1.0
C -2.59420 0.34651 0.42712 3.7 1.3 2.0
C -1.05037 -1.58738 0.09149 2.8 1.0 -0.3
N -0.34955 0.87101 0.08352 2.4 -3.0 -0.3
H 3.41201 -0.00566 -1.80779 -0.6 0.2 1.6
H 2.81470 1.59497 -1.37284 -0.3 1.1 0.1
H 2.80283 -0.71658 0.48450 0.3 -2.9 1.3
H 2.18169 0.88504 0.87789 -1.2 2.6 2.9
H -3.03652 0.43938 -0.47038 -1.6 0.5 -3.4
H -2.44507 1.34730 0.88911 -1.2 -0.9 0.2
H -3.07209 -0.43701 0.89796 -1.5 -0.9 1.8
H -1.12297 -2.00125 1.03800 -0.4 -0.7 2.4
H -0.04279 -1.87739 -0.16498 0.2 -0.2 -0.8
H -1.82870 -2.06922 -0.43889 -0.7 0.0 -1.0
H -0.68396 1.82629 0.05413 0.0 -0.1 0.3
H 0.72382 0.67850 -0.05057 -2.2 0.5 -0.1
```
Positions in Å, forces in eV/Å.



# 5
Density functional theory data (ωB97M-V/def2-TZVPD) for the ion C5H12N with charge +1 at a distorted geometry.

Output
E_HOMO (Eh): -0.598
Relative energy (zero: lowest compared OMol25 entry of this formula, charge and spin) (kJ/mol): 59.6
Orbital gap (eV): 12.90
Net charge: +1
SMILES: C[C@H]1CCC[NH2+]1

```
18
Properties=species:S:1:pos:R:3:forces:R:3
C 1.21883 0.37458 -1.73745 -0.6 -0.2 -0.3
C 0.60754 -0.05601 -0.40800 0.5 1.4 -0.8
N -0.68381 -0.77203 -0.50617 -1.3 -1.1 -0.6
C -1.21495 -0.84754 0.94650 -0.7 0.8 -1.1
C -0.45086 0.31098 1.69685 0.4 -2.0 0.2
C 0.32334 1.06306 0.60359 0.3 -1.3 -0.5
H 1.45717 -0.50698 -2.33569 0.4 0.1 0.1
H 0.58524 0.98441 -2.38793 -0.2 0.1 0.4
H 2.10749 0.96205 -1.51815 0.2 -0.2 -0.1
H 1.32895 -0.75638 0.01684 -0.4 -0.2 0.3
H -1.43715 -0.44711 -1.12697 0.6 1.3 0.2
H -0.55800 -1.66751 -0.99658 0.3 -0.3 1.0
H -1.15464 -1.91546 1.13622 0.5 0.3 1.1
H -2.27386 -0.58741 0.95951 0.0 -0.2 -0.5
H 0.19447 -0.25582 2.37130 0.5 0.6 0.1
H -1.13059 0.86244 2.33636 -0.1 0.3 -0.3
H -0.24702 1.84578 0.11384 -0.1 0.2 0.1
H 1.32785 1.40896 0.83594 -0.3 0.5 0.7
```
Positions in Å, forces in eV/Å.



# 6
Density functional theory data (ωB97M-V/def2-TZVPD) for the ion C5H12N2 with charge -1 at a distorted geometry.

Output
E_HOMO (alpha / beta) (Eh): 0.020 / -0.114
Relative energy (zero: lowest compared OMol25 entry of this formula, charge and spin) (kJ/mol): 61.7
Spin multiplicity: 2
Orbital gap (alpha / beta) (eV): 3.31 / 6.93
Net charge: -1
<S²>: 0.754

```
19
Properties=species:S:1:pos:R:3:forces:R:3
C -1.57862 0.25222 2.10138 -0.2 -0.6 0.4
C -0.42641 0.03446 1.12044 -0.7 0.8 -0.6
C -0.93200 -0.52918 -0.20628 0.0 0.2 0.0
C 0.11230 -0.51487 -1.31631 0.7 -0.5 0.1
C 1.65346 0.94443 -2.31399 -0.5 -0.4 0.2
N 0.59920 0.79977 -1.47570 0.0 0.8 0.0
N 0.64794 -0.75326 1.68676 0.9 -0.3 0.8
H -2.53594 0.54114 1.66248 0.2 0.3 -0.3
H -1.30817 0.98688 2.86190 0.0 0.0 0.1
H -1.81224 -0.69928 2.60587 0.1 0.1 0.1
H -0.04299 1.01538 0.82949 0.3 -0.1 0.1
H -1.40344 -1.49987 -0.02528 0.0 -0.2 -0.2
H -1.67304 0.18572 -0.58088 -0.3 -0.2 0.2
H 0.96624 -1.19096 -1.09316 -0.2 -0.2 0.2
H -0.35098 -0.93638 -2.23859 -0.1 0.0 -0.1
H 1.80508 0.17143 -3.08826 0.2 0.2 -0.1
H 1.94856 1.96824 -2.52263 0.1 0.0 -0.2
H 0.36381 -1.31046 2.48097 -0.6 -0.3 -0.1
H 1.38305 -0.19377 2.11086 0.0 0.3 -0.6
```
Positions in Å, forces in eV/Å.



# 7
Density functional theory data (ωB97M-V/def2-TZVPD) for a cluster of 2 separate species, C5H12N2 in total.

Output
E_HOMO (Eh): -0.301
Relative energy (zero: lowest compared OMol25 entry of this formula, charge and spin) (kJ/mol): 111.2
Orbital gap (eV): 9.25
SMILES: [H]/N=C/C.C=C(C)N

```
19
Properties=species:S:1:pos:R:3:forces:R:3
C -0.81787 -0.80011 -1.57503 0.3 -0.5 -0.1
C -1.36404 -1.70340 -0.52690 0.0 0.0 0.0
C 1.89561 0.08876 0.13291 0.1 -0.1 0.0
C 0.29250 0.43507 2.00474 0.2 0.1 -0.1
C 0.92248 0.80244 0.69446 0.0 0.1 0.3
N -1.29097 0.35041 -1.74007 -0.5 0.8 -0.1
N 0.45724 1.99546 0.16381 0.0 0.2 0.0
H -0.86850 0.89250 -2.49136 0.2 -0.3 0.0
H 0.74278 2.15846 -0.79082 -0.1 0.0 0.1
H -0.53117 2.15701 0.29610 0.0 0.0 -0.1
H -2.19770 -1.22917 -0.01936 -0.1 0.0 0.1
H -1.69433 -2.63359 -0.98370 0.0 -0.2 0.0
H -0.57920 -1.94062 0.18828 0.1 -0.1 0.1
H 2.30670 -0.77985 0.61352 0.0 -0.2 0.2
H 2.34013 0.37751 -0.80401 0.1 0.1 -0.2
H -0.00220 -1.23211 -2.17100 0.0 0.2 0.0
H -0.76710 0.23937 1.87145 -0.3 -0.1 0.0
H 0.76479 -0.44326 2.43203 0.0 -0.1 0.0
H 0.39086 1.26514 2.70498 0.0 0.0 0.0
```
Positions in Å, forces in eV/Å.



# 8
Density functional theory data (ωB97M-V/def2-TZVPD) for an isolated molecule of C5H12N2 at a distorted geometry.

Output
E_HOMO (Eh): -0.329
Relative energy (zero: lowest compared OMol25 entry of this formula, charge and spin) (kJ/mol): 136.4
Orbital gap (eV): 10.16
SMILES: C=NCC[C@@H](C)N

```
19
Properties=species:S:1:pos:R:3:forces:R:3
C -0.00576 -2.49235 0.50577 -0.7 1.0 -1.3
C 0.26383 -0.98242 0.36432 1.0 -0.6 -0.5
C -0.74060 -0.28716 -0.55723 0.2 -0.9 -0.1
C -0.54839 1.19956 -0.70595 0.4 0.8 0.1
C -0.36198 3.09149 0.61762 0.5 1.2 -0.5
N -0.42843 1.83944 0.61618 -1.0 0.3 0.1
N 1.59614 -0.83221 -0.27959 -0.1 1.1 0.5
H 0.81424 -3.01104 0.99031 -0.3 0.0 0.5
H -0.06436 -2.88043 -0.52238 0.1 -0.1 0.2
H -1.01041 -2.61318 0.91407 0.3 -0.5 0.5
H 0.25330 -0.52206 1.35414 0.1 0.1 -0.1
H -0.57310 -0.74175 -1.54117 -0.3 0.0 0.0
H -1.75606 -0.52279 -0.21765 0.0 0.2 -0.1
H 0.31292 1.52736 -1.30500 0.1 -0.7 0.0
H -1.40502 1.61645 -1.24841 -0.1 0.0 0.3
H -0.17564 3.73742 -0.26632 -0.4 -0.6 -0.3
H -0.44029 3.74818 1.48107 0.2 -0.7 0.7
H 2.09159 -1.69034 -0.44987 0.0 -0.2 0.3
H 2.17799 -0.18418 0.25007 0.0 -0.4 -0.3
```
Positions in Å, forces in eV/Å.



# 9
Density functional theory data (ωB97M-V/def2-TZVPD) for a cluster of 2 separate species, C5H12N2 in total at a distorted geometry.

Output
E_HOMO (Eh): -0.343
Relative energy (zero: lowest compared OMol25 entry of this formula, charge and spin) (kJ/mol): 193.1
Orbital gap (eV): 10.12
SMILES: [H]/N=C/N.C=C(C)C

```
19
Properties=species:S:1:pos:R:3:forces:R:3
N 1.06644 -2.74068 -2.38073 1.1 -1.2 -1.8
C 0.74332 -1.78888 -1.40425 -0.2 1.6 1.2
N -0.41715 -1.31711 -1.10205 2.1 -1.2 -0.9
H 1.81532 -3.40674 -2.02943 -1.3 1.2 -0.3
H 1.57413 -2.23040 -3.16072 -1.0 -0.8 1.1
H 1.70921 -1.43799 -0.98785 -0.6 0.5 0.8
H -0.29232 -0.58809 -0.39586 -0.2 -0.4 -0.1
C -0.40893 1.77435 -0.28686 0.6 -0.2 -0.7
C -0.70388 1.04134 0.98622 -1.8 0.8 0.7
C -1.96569 0.74514 1.36192 0.8 0.6 0.0
C 0.44945 0.75676 1.89853 0.5 -0.5 -0.6
H -0.00679 2.78816 -0.15756 -0.2 -0.2 0.3
H -1.25039 1.81915 -0.98783 0.0 0.0 0.4
H 0.39072 1.22181 -0.80701 -0.1 0.3 -0.1
H -2.12407 0.29707 2.33735 -0.1 -0.1 -0.1
H -2.85751 1.06123 0.81209 0.5 -0.3 0.0
H 0.13867 0.11240 2.72501 0.1 0.2 0.0
H 0.92268 1.67893 2.26760 -0.2 -0.2 -0.1
H 1.21679 0.21354 1.31145 -0.1 0.2 0.4
```
Positions in Å, forces in eV/Å.



# 10
Density functional theory data (ωB97M-V/def2-TZVPD) for a cluster of 2 separate species, C5H12N2 in total at a distorted geometry.

Output
E_HOMO (alpha / beta) (Eh): -0.214 / -0.214
Relative energy (zero: lowest compared OMol25 entry of this formula, charge and spin) (kJ/mol): 279.6
Orbital gap (alpha / beta) (eV): 6.15 / 6.16

```
19
Properties=species:S:1:pos:R:3:forces:R:3
C -0.61594 1.51750 -0.14265 0.4 -0.1 0.4
C -1.22620 -0.80394 0.52494 0.1 0.4 1.0
C -0.37454 -0.91591 -2.90944 -0.3 -0.2 1.1
C 0.69139 0.31433 1.49156 1.6 -0.1 0.7
C -0.44384 0.36527 0.62578 -1.5 -0.2 -1.6
N 1.25102 1.44345 1.93081 0.0 -0.4 -0.2
N 1.22840 -0.85816 1.83619 -0.3 0.4 0.1
H 2.09628 1.45736 2.47944 -0.1 -0.1 -0.2
H 0.91784 2.29238 1.49849 -0.2 0.1 0.1
H 1.99356 -0.93489 2.48606 -0.1 0.0 0.0
H 0.68840 -1.67628 1.58893 0.1 0.0 -0.2
H 0.21579 2.15360 -0.40915 0.1 0.1 0.1
H -1.47333 1.58761 -0.78822 -0.2 0.0 -0.1
H -0.69665 -0.70993 -1.85153 0.3 -0.1 -1.1
H -2.17619 -0.74298 0.01985 0.0 0.0 -0.4
H -1.27710 -1.48778 1.36343 0.1 -0.1 0.2
H 0.23819 -0.11658 -3.30175 0.1 0.2 0.0
H 0.20691 -1.84059 -2.89333 -0.1 0.1 -0.1
H -1.24399 -1.04444 -3.54939 -0.1 0.0 0.0
```
Positions in Å, forces in eV/Å.



# 11
Density functional theory data (ωB97M-V/def2-TZVPD) for an isolated molecule of C5H12N2 at a distorted geometry.

Output
E_HOMO (Eh): -0.310
Relative energy (zero: lowest compared OMol25 entry of this formula, charge and spin) (kJ/mol): 269.7
Orbital gap (eV): 9.18
SMILES: CCCC/N=C/N

```
19
Properties=species:S:1:pos:R:3:forces:R:3
C -1.88511 -1.94203 0.47327 0.8 1.1 0.1
C -0.67263 -1.29283 -0.22605 0.3 -0.5 0.7
C -0.92305 0.08904 -0.83798 -0.9 -1.1 0.8
C 0.33454 0.59712 -1.54667 -0.7 3.2 -0.4
N 1.20236 0.82610 1.80553 2.1 0.2 1.9
C 1.12312 1.37492 0.55310 -3.6 -0.4 -2.5
N 1.40350 0.79357 -0.54923 0.6 -2.9 1.4
H -2.16834 -1.40698 1.38932 -0.1 0.2 -0.3
H -1.51394 -2.90181 0.83898 -0.8 -0.4 -0.5
H -2.73241 -1.89541 -0.23160 0.2 -0.8 0.5
H -0.30145 -2.04738 -0.91974 -0.1 0.3 -0.7
H 0.17680 -1.24138 0.45927 -0.1 0.1 0.2
H -1.85576 -0.05263 -1.41735 0.7 0.5 -0.6
H -1.26391 0.72099 0.00082 0.4 0.1 -0.4
H 0.50831 -0.08171 -2.39524 0.9 0.2 0.6
H 0.17854 1.62421 -1.99114 -0.4 -0.9 0.0
H 1.63662 1.29490 2.58268 -0.2 0.3 -0.1
H 0.79812 -0.05208 2.08320 0.4 -0.3 -0.9
H 0.23044 2.03943 0.49288 0.7 1.0 0.1
```
Positions in Å, forces in eV/Å.



# 12
Density functional theory data (ωB97M-V/def2-TZVPD) for an isolated molecule of C5H12N2 at a distorted geometry.

Output
E_HOMO (Eh): -0.288
Relative energy (zero: lowest compared OMol25 entry of this formula, charge and spin) (kJ/mol): 234.9
Orbital gap (eV): 8.97
SMILES: C[C@H](N)C/C=C/N

```
19
Properties=species:S:1:pos:R:3:forces:R:3
C 0.62005 0.00121 1.94513 -0.3 -2.4 2.0
C 0.28383 -1.03051 0.86291 0.6 -0.7 -2.3
C 0.63278 -0.36152 -0.54308 3.0 -0.1 1.7
C -0.10325 0.91874 -0.62457 0.1 1.0 -0.9
C -1.20805 0.90034 -1.42055 0.9 2.3 -2.0
N -2.06036 1.96742 -1.85945 -0.6 1.3 1.8
N 0.98494 -2.36902 1.11894 1.2 3.3 0.5
H -0.15939 0.75500 1.97634 0.2 0.2 0.1
H 1.65038 0.44158 1.92576 -0.9 -0.4 -0.3
H 0.53029 -0.65885 2.89782 0.3 1.5 -1.1
H -0.79220 -1.23799 0.73079 0.2 0.2 0.8
H 1.80879 -0.18684 -0.50716 -2.1 -0.1 -0.1
H 0.50185 -0.93746 -1.44761 -0.5 -0.7 0.0
H 0.49953 1.77127 -0.15238 -2.0 -0.9 -0.5
H -1.22333 0.16920 -2.26685 -0.2 -0.2 1.5
H -2.48772 2.76209 -1.29417 1.4 -2.0 -0.8
H -2.39362 1.98055 -2.80728 0.1 -0.4 0.1
H 1.98319 -1.99050 1.20131 -1.4 -1.4 -0.2
H 0.93229 -2.89472 0.26410 0.2 -0.3 -0.4
```
Positions in Å, forces in eV/Å.